ORCA calculation (ωB97M-V with the def2-TZVPD basis set) on a molecular structure, C28H16Cl6IrN4O3 in a non-equilibrium geometry.

```
58
C28H16Cl6IrN4O3 ωB97M-V with the def2-TZVPD basis set
Ir -2.84950 2.09468 1.57651
C 7.42052 -4.12751 -4.72101
O 6.03118 -4.40146 -4.88986
C 5.14339 -3.69349 -4.21258
C 5.46520 -2.65585 -3.32464
C 4.46085 -1.97751 -2.68294
C 3.10725 -2.30493 -2.89511
C 2.79883 -3.35958 -3.78098
C 3.79359 -4.03688 -4.42499
C 2.11251 -1.56377 -2.20306
N 2.37377 -0.54503 -1.36998
C 1.19726 -0.12176 -0.91840
C 0.13878 -0.89220 -1.48802
N 0.75430 -1.79082 -2.29058
C -1.22910 -0.65803 -1.22129
C -2.30190 -1.36770 -1.73327
C -3.60630 -0.99377 -1.35850
C -3.78132 0.07484 -0.52561
N -2.75817 0.80998 -0.02474
C -1.47026 0.42577 -0.32417
C -0.44298 1.13877 0.31557
N -0.81879 2.04986 1.27466
C 0.14239 2.75837 1.88070
C 1.48367 2.61411 1.60799
C 1.89502 1.66314 0.67055
C 0.93024 0.92316 0.02764
H 7.93970 -4.83338 -5.35986
H 7.72700 -4.28087 -3.68513
H 7.65962 -3.10937 -5.03198
H 6.49523 -2.38862 -3.13712
H 4.68835 -1.17573 -1.99452
H 1.77179 -3.65088 -3.96340
H 3.57647 -4.84973 -5.10445
H 0.30153 -2.50344 -2.83808
H -2.14786 -2.20412 -2.40243
H -4.46492 -1.53177 -1.72939
H -4.78079 0.38454 -0.24931
H -0.18578 3.45099 2.63272
H 2.20358 3.21116 2.14675
H 2.94156 1.48924 0.46028
Cl -1.26952 5.26147 3.59728
C -2.90402 4.73116 3.63011
C -3.36386 3.69867 2.80868
C -4.73911 3.47961 2.89025
Cl -5.25148 2.18372 1.84430
C -5.63967 4.13209 3.70082
Cl -7.30466 3.73401 3.67788
C -5.13286 5.12667 4.53616
Cl -6.18123 5.97778 5.57843
C -3.76760 5.41922 4.49816
Cl -3.16112 6.64782 5.52959
Cl -0.74473 -1.25889 4.94081
C -2.22762 -1.64567 4.04240
C -2.24831 -0.72381 2.79894
O -1.71684 -1.11073 1.76469
O -2.80052 0.41022 3.03972
H -3.08093 -1.45056 4.68315
H -2.18182 -2.68319 3.73073
```

Properties
total energy: -4386.561549 Ha
Kohn-Sham gap (alpha / beta): 5.06 / 5.35 eV
<S²>: 6.07
multiplicity: 5
charge: +1
largest force on an atom: 1.1 eV/A

ORCA calculation (ωB97M-V with the def2-TZVPD basis set) on a molecular structure, C28H18F5OPtS2Si in a non-equilibrium geometry.

```
56
C28H18F5OPtS2Si ωB97M-V with the def2-TZVPD basis set
Pt 0.83927 -0.89756 1.49360
F 7.43146 -2.59690 2.78569
C 6.09357 -2.63952 2.72736
C 5.42470 -2.21657 1.59587
F 6.12286 -1.76940 0.54375
C 4.04276 -2.26683 1.54398
F 3.47141 -1.85921 0.40331
C 3.26160 -2.71912 2.60710
S 1.50833 -2.83857 2.62033
C 3.97921 -3.14614 3.72880
F 3.32766 -3.61375 4.80040
C 5.35810 -3.11092 3.79918
F 5.99241 -3.52770 4.90385
C -1.34076 6.19295 -3.61774
C -1.28767 7.55525 -2.97726
O -1.60687 8.56349 -3.55456
S -0.68236 7.72882 -1.30328
C -0.39169 6.06992 -0.74686
C 0.87358 5.50433 -0.86490
C 1.10348 4.20921 -0.43548
C 0.07467 3.44690 0.13175
C -1.19266 4.03468 0.25909
C -1.41978 5.32900 -0.16843
C 0.29195 2.10714 0.56041
C 0.48653 0.95979 0.91838
H -2.14130 6.19733 -4.35473
H -1.47531 5.38415 -2.90607
H -0.39295 6.03409 -4.13604
H 1.67591 6.08286 -1.30570
H 2.08491 3.76612 -0.53868
H -1.99218 3.45255 0.69712
H -2.40162 5.77363 -0.06241
C -2.81704 -0.24933 -3.23115
C -3.63286 -0.91139 -2.32282
C -3.11969 -1.30821 -1.09675
C -1.79094 -1.05396 -0.74558
C -0.98810 -0.39088 -1.67262
C -1.49387 0.00777 -2.90421
Si -1.18916 -1.60028 0.96399
C -1.40230 -3.47205 1.02501
C -1.84592 -4.09269 2.19301
C -2.00195 -5.47048 2.26145
C -1.71658 -6.25500 1.15365
C -1.27137 -5.65630 -0.01780
C -1.11520 -4.27964 -0.07645
H -3.21415 0.06692 -4.18845
H -4.66787 -1.11574 -2.57028
H -3.76704 -1.82683 -0.39587
H 0.03919 -0.16910 -1.41428
H -0.85300 0.52640 -3.60732
H -2.21381 -1.10076 1.93020
H -2.06786 -3.48818 3.06623
H -2.34222 -5.93215 3.18055
H -1.84076 -7.33011 1.20190
H -1.04184 -6.26509 -0.88412
H -0.76487 -3.82291 -0.99611
```

Properties
total energy: -2857.611221 Ha
energy relative to the best compared isomer or geometry (same formula, charge and spin): 0.00 kJ/mol
Kohn-Sham gap: 7.12 eV
charge: -1
largest force on an atom: 1.1 eV/A

ORCA calculation (ωB97M-V with the def2-TZVPD basis set) on a molecular structure, C28H19BiCl5N3O7S3.

```
66
C28H19BiCl5N3O7S3 ωB97M-V with the def2-TZVPD basis set
Bi -0.35252 -0.46526 0.23384
C -4.16369 0.76408 4.79663
S -4.59003 -0.39258 3.47536
C -3.18026 -0.01027 2.40293
S -1.73230 -0.82229 2.72247
N -3.48376 0.90599 1.53145
N -2.39119 1.29116 0.78303
C -2.62594 2.26993 0.00264
C -1.53950 2.88343 -0.77562
C -1.84113 3.74517 -1.82417
C -0.80181 4.32825 -2.52707
C 0.49841 4.05677 -2.13868
C 0.69936 3.19020 -1.07147
N -0.28563 2.60494 -0.40920
H -4.83953 0.57656 5.62812
H -3.14070 0.58213 5.12214
H -4.27113 1.79469 4.46311
H -3.63730 2.66714 -0.09177
H -2.87395 3.92060 -2.09402
H -1.00396 4.98171 -3.36540
H 1.34494 4.49129 -2.65080
H 1.70095 2.95402 -0.73750
Cl 1.46719 0.39765 -2.61429
C -0.23200 0.30783 -3.08172
C -1.19507 0.06335 -2.12330
C -2.47988 -0.07866 -2.60272
Cl -3.74592 -0.46027 -1.46534
C -2.81387 0.04722 -3.94773
Cl -4.45094 -0.12622 -4.50143
C -1.81270 0.32406 -4.87521
Cl -2.19518 0.50644 -6.55633
C -0.49980 0.44897 -4.43968
Cl 0.75924 0.77732 -5.58816
O -1.38481 -3.08002 -2.35480
S -0.71777 -3.08694 -1.06815
O -0.44274 -4.39497 -0.52608
O 0.53303 -2.21556 -1.09372
O -1.56484 -2.26547 -0.04461
O 2.38097 0.83293 0.62732
C 3.32341 -0.14704 1.10577
C 2.60415 -1.34453 1.82640
O 3.37045 -2.14341 2.35769
O 1.35029 -1.32938 1.85015
C 4.23595 0.53996 2.10547
C 3.88493 1.76270 2.66259
C 4.71385 2.38241 3.59025
C 5.90596 1.78699 3.97095
C 6.25818 0.55969 3.42009
C 5.42884 -0.05970 2.50133
C 4.10142 -0.65233 -0.10528
C 3.82249 -1.87889 -0.69535
C 4.44337 -2.23651 -1.88410
C 5.35650 -1.38630 -2.48663
C 5.64363 -0.15913 -1.90230
C 5.01532 0.20310 -0.72182
H 2.44241 0.84514 -0.33477
H 2.95674 2.22685 2.35981
H 4.42203 3.33617 4.01541
H 6.55296 2.26898 4.69361
H 7.18322 0.07814 3.71503
H 5.68927 -1.02399 2.08694
H 3.09207 -2.54047 -0.25744
H 4.18234 -3.17777 -2.34908
H 5.83034 -1.66905 -3.41892
H 6.34880 0.51704 -2.36982
H 5.23425 1.16018 -0.26276
```

Properties
total energy: -5479.616018 Ha
energy relative to the best compared isomer or geometry (same formula, charge and spin): 35.01 kJ/mol
Kohn-Sham gap: 6.70 eV
charge: -2
largest force on an atom: 0.6 eV/A

ORCA calculation (ωB97M-V with the def2-TZVPD basis set) on a molecular structure, C28H19GdI2N2OS4 in a non-equilibrium geometry.

```
57
C28H19GdI2N2OS4 ωB97M-V with the def2-TZVPD basis set
Gd -0.47483 -0.15988 -0.01708
S 1.88870 0.78730 1.16995
C 3.27102 0.01485 0.39514
C 4.48218 0.72756 0.47056
C 5.64461 0.16441 0.00404
C 5.65568 -1.05344 -0.68574
C 4.46419 -1.69318 -0.89914
C 3.29182 -1.19682 -0.34220
S 1.81662 -2.13142 -0.60424
C 1.66762 -3.16991 0.88631
C 1.29239 -2.49368 2.17271
C 2.04630 -2.60939 3.35220
C 1.57281 -2.05701 4.53647
C 0.32508 -1.45417 4.52482
C -0.36157 -1.35246 3.31806
C -1.78773 -0.90985 3.30930
S -2.04664 0.57383 2.28165
C -3.61104 0.21465 1.51742
C -4.67430 1.05335 1.84389
C -5.94400 0.83662 1.34141
C -6.15096 -0.20932 0.44948
C -5.08332 -1.03170 0.12587
C -3.79199 -0.85988 0.61314
S -2.53566 -1.99996 0.09724
N 0.13671 -1.81482 2.14884
H 4.47365 1.66295 0.99209
H 6.55650 0.67630 0.15659
H 6.56558 -1.43106 -1.14447
H 4.42995 -2.56849 -1.53112
H 0.85209 -3.88899 0.63470
H 2.58378 -3.75483 0.97325
H 2.99433 -3.07173 3.28877
H 2.13568 -2.12539 5.46451
H -0.18421 -1.12223 5.42348
H -2.40205 -1.71581 2.91837
H -2.10245 -0.67161 4.32406
H -4.55267 1.86857 2.56175
H -6.77564 1.40913 1.72549
H -7.14727 -0.40123 0.03913
H -5.21216 -1.85282 -0.57425
I -4.48312 2.53456 -2.23602
C -2.52134 2.57593 -2.80298
C -2.17564 3.32432 -3.94044
C -0.90930 3.38193 -4.43589
I -0.46565 4.40902 -6.21545
C 0.10687 2.61125 -3.79506
C 1.41623 2.53712 -4.24465
C 2.29283 1.65759 -3.66444
C 1.82232 0.91098 -2.58050
N 0.63171 1.02870 -2.05862
C -0.23707 1.86090 -2.65633
C -1.55790 1.92140 -2.07348
O -1.77921 1.31443 -0.93695
H -2.97667 3.84811 -4.44503
H 1.70919 3.12342 -5.08508
H 3.33383 1.57055 -3.97586
H 2.48414 0.20136 -2.11566
```

Properties
total energy: -4217.086462 Ha
Kohn-Sham gap (alpha / beta): 7.43 / 5.23 eV
<S²>: 16.05
multiplicity: 8
largest force on an atom: 1.1 eV/A